(1)
Here is a molecular structure, C6H8 from OMol25. Energies are from wB97M-V/def2-TZVPD.

Calculated values
* spin multiplicity: 2
* net charge: +1
* <S²>: 0.9930
* relative energy (zero: lowest compared OMol25 entry of this formula, charge and spin): 361.3 kJ/mol

```
14
Properties=species:S:1:pos:R:3:forces:R:3
C 1.94147 -0.43176 0.28037 0.6576 0.8013 -2.0756
C 0.19229 0.29479 -0.08784 -3.3950 -1.5435 -0.1943
C -2.02037 -0.92936 -0.14020 0.6561 -0.1965 0.4586
C -0.40898 1.44334 0.47296 -1.3851 -0.0764 0.0589
C 1.40860 0.41125 -0.74667 3.3053 2.0535 0.5055
C -0.67504 -0.92790 -0.24355 -0.8332 -1.1269 -0.4037
H -1.38487 1.33506 1.02826 1.4184 0.2415 -0.5914
H 2.39270 -0.04251 1.16375 0.6006 0.4228 0.4050
H -0.15762 2.40730 0.04270 0.2632 0.1001 0.5716
H -2.78757 -1.73055 -0.19576 1.3583 0.1326 -0.4412
H 2.27500 -1.37879 -0.11103 -1.3605 -1.4385 0.9120
H -0.21741 -1.82353 -0.66105 0.2504 0.1351 0.3820
H -2.48027 -0.01800 0.11398 -0.6538 1.0646 0.3605
H 1.92206 1.39066 -0.91591 -0.8824 -0.5698 0.0522
```
Forces are in eV/Å.

Results of the natural (NBO) charge analysis, in e, for atoms 1 through 2: -0.0536, -0.1179


(2)
Here is a molecular structure, C6H8AgFO6 from OMol25. Energies are from wB97M-V/def2-TZVPD.

Calculated values
* spin multiplicity: 2
* net charge: +1
* <S²>: 0.8003
* relative energy (zero: lowest compared OMol25 entry of this formula, charge and spin): 606.9 kJ/mol

```
22
Properties=species:S:1:pos:R:3:forces:R:3
Ag 24.33985 -9.87620 -18.02398 2.7546 -10.5133 -7.1422
F 24.10678 -8.43179 -17.11841 7.4026 3.4888 1.6978
O 18.86342 -6.66805 -14.18054 1.1192 0.5410 0.1131
O 22.22101 -8.66402 -16.90105 -12.5776 1.2280 3.7145
O 24.44963 -8.32472 -14.94760 0.4653 -0.9910 2.6261
O 23.87081 -6.53587 -16.19925 -5.5721 1.1812 7.6595
O 20.44675 -4.42418 -13.80611 1.3888 -1.2187 -0.7394
O 24.40243 -6.54059 -18.01210 1.4050 2.4283 -6.1102
C 20.00748 -6.63169 -14.61697 -2.2113 -1.4811 -0.5329
C 22.17189 -5.51917 -14.93995 0.2688 -0.0555 -0.9278
C 21.72485 -7.72454 -16.04413 3.7979 -1.4049 -2.8830
C 20.90931 -5.52533 -14.43225 -0.2161 2.6636 1.0937
C 20.44749 -7.69096 -15.51956 0.3325 -0.7279 -0.2778
C 22.68112 -6.57806 -15.79245 1.4279 0.4894 0.7525
H 19.78827 -8.50955 -15.76803 -0.3242 0.0746 0.1080
H 24.18192 -5.87047 -17.36515 0.8975 1.3440 -1.6665
H 23.16962 -8.80249 -16.95167 -1.7944 0.3014 1.4344
H 19.57532 -4.56320 -13.42813 -0.6842 -0.3615 0.1274
H 24.37138 -8.24828 -15.89853 1.0479 0.2569 2.1539
H 25.11687 -8.99811 -14.81508 0.2060 -0.1920 0.5346
H 22.85493 -4.69329 -14.80662 -0.1325 0.2166 0.2318
H 24.36211 -7.36485 -17.52715 0.9983 2.7321 -1.9673
```
Forces are in eV/Å.

Results of the natural (NBO) charge analysis, in e, for atoms 1 through 2: 0.9486, -0.5700


(3)
Here is a molecular structure, C6H8AlF4O6S from OMol25. Energies are from wB97M-V/def2-TZVPD.

Calculated values
* electronic energy: -1725.21011 Eh
* net charge: -1

```
26
Properties=species:S:1:pos:R:3:forces:R:3
S -0.46146 1.96428 0.52059 0.0107 0.0614 0.1325
Al 3.12874 0.06306 -0.59657 0.0248 0.1873 0.0127
F -1.92499 0.49376 2.19738 -0.0561 -0.0916 0.0242
F 3.56214 -1.24190 0.38120 0.1323 -0.0593 0.0057
F -1.52229 2.50327 2.88715 -0.0545 0.0225 -0.0548
F 0.03672 1.00629 2.95262 -0.0082 0.0374 -0.0041
O -1.65719 1.83398 -0.27559 -0.0098 0.0592 0.0575
O 1.82329 -0.37566 -1.72142 -0.0946 -0.0207 0.0730
O -0.90573 -2.32252 1.40092 -0.0392 -0.0727 -0.1092
O 0.14948 3.24519 0.70585 0.0052 -0.0216 -0.0749
O -0.27747 -3.31014 -0.47640 0.0624 -0.2486 -0.1462
O 2.00804 1.13812 0.34601 -0.2144 -0.2296 0.0841
C 0.62640 0.26119 -1.39903 -0.0352 0.0217 -0.0543
C -0.99210 1.46716 2.24508 0.1375 0.0664 0.0809
C -0.58649 -0.60207 -1.80770 -0.0703 -0.0129 -0.0845
C 0.75718 0.64898 0.10845 0.4477 0.1444 -0.1572
C -1.45463 -1.22606 -0.71216 -0.0881 -0.0068 0.1038
C -0.80978 -2.37722 0.04012 -0.0474 0.3551 0.2096
H -1.82839 -0.45437 -0.03416 0.0368 -0.1995 -0.1020
H -1.24663 0.01422 -2.42335 -0.0051 -0.0826 0.0489
H 0.52434 -0.20508 0.76923 -0.2761 0.1131 -0.0507
H -0.19379 -1.40337 -2.43732 0.0140 0.0732 0.0309
H 4.37769 0.83033 -1.20767 0.0460 -0.0448 0.0027
H -2.34059 -1.66551 -1.18537 0.0699 0.0301 -0.0001
H 0.55445 1.22003 -1.94271 0.0009 -0.0717 -0.0135
H -1.34695 -1.50596 1.66483 0.0107 -0.0092 -0.0149
```
Forces are in eV/Å.

Results of the natural (NBO) charge analysis, in e, for atoms 1 through 2: 2.0443, 1.8322


(4)
Here is a molecular structure, C6H8BClCrF8N2O18S4 from OMol25. Energies are from wB97M-V/def2-TZVPD.

Calculated values
* spin multiplicity: 4
* net charge: -1
* <S²>: 3.7675
* relative energy (zero: lowest compared OMol25 entry of this formula, charge and spin): 0.0 kJ/mol

```
49
Properties=species:S:1:pos:R:3:forces:R:3
Cr -13.83052 -8.09526 -14.39844 0.2376 1.4986 -2.9973
Cl -15.01292 -9.70275 -17.36900 -0.5359 -1.4871 0.5242
S -15.52308 -10.39372 -12.74451 4.9710 -3.1428 1.4085
S -13.27535 -4.05781 -17.20325 2.3666 2.9206 0.5259
S -16.97514 -8.55404 -13.49915 -0.1873 2.9447 -1.2089
S -15.19609 -5.30066 -16.28390 -2.5724 2.2329 1.8836
F -14.01045 -7.68964 -11.04690 0.0900 -0.2903 -0.2828
F -13.94402 -6.58436 -13.04528 0.0898 -0.5279 -0.7187
F -13.92583 -10.63342 -12.56153 -0.5018 0.3314 -0.0351
F -12.50556 -8.25339 -12.74559 -0.2450 -0.5042 -0.2907
F -12.20358 -6.38868 -11.48490 -0.1517 0.0968 -0.3402
F -16.90457 -7.63295 -14.74589 -0.1404 -0.0841 -0.1172
F -12.19024 -3.09160 -16.49211 -0.3863 -0.2809 -0.0710
F -16.49701 -4.86302 -15.49639 0.1297 -0.0210 0.1781
O -17.92466 -9.55255 -13.79512 0.4583 -1.0861 -0.2568
O -17.23963 -7.71081 -12.40239 0.5476 0.3435 0.4712
O -12.56960 -5.30454 -17.23080 -0.5877 -0.3749 -0.1833
O -15.70922 -5.53488 -17.58280 0.7893 -0.7559 -0.3548
O -15.93905 -10.22886 -11.39962 -0.9386 0.7157 -0.3201
O -14.73578 -6.35597 -15.42250 0.7969 -0.8016 0.0619
O -10.22427 -6.80285 -16.36904 -0.1151 -0.0335 0.2309
O -11.25365 -11.13092 -13.41997 0.1339 -0.1583 0.4979
O -11.50031 -8.37881 -17.27193 -0.1639 0.1291 -0.0430
O -15.56150 -8.94297 -18.43708 0.3839 0.2417 0.0143
O -16.03648 -10.45411 -16.70004 0.2117 0.2234 -0.0677
O -12.45454 -9.76226 -14.68304 -0.5698 -0.5204 -0.6217
O -14.42348 -8.77361 -16.37706 0.5068 0.9267 0.8561
O -13.49585 -3.36939 -18.42995 -0.4798 -0.3654 -0.1117
O -12.18011 -7.31688 -15.43583 -0.3937 0.2884 1.3588
O -10.95624 -11.13786 -15.61665 0.2091 0.3787 0.0802
O -13.95163 -10.57152 -17.79520 -0.0249 0.2452 -0.2065
O -15.86091 -11.56527 -13.45928 -0.8511 0.3522 -0.6032
N -14.41821 -3.86894 -16.07348 0.3291 -2.9781 -1.6512
N -15.31171 -9.02486 -13.59865 -4.1039 -0.8382 1.1626
C -9.80770 -11.81127 -15.08312 -0.5056 -0.5385 0.3116
C -10.20353 -12.05676 -13.61411 0.7733 -1.0772 -0.9483
C -11.65208 -10.63766 -14.59458 0.4886 0.4285 0.4857
C -9.42840 -7.37036 -17.39734 0.6653 -0.2129 -0.5785
C -10.38921 -8.30108 -18.14684 1.3829 -0.2053 -0.0247
C -11.36328 -7.48608 -16.29549 -0.1492 -0.1294 -0.8214
B -13.15777 -7.22370 -12.00095 0.4459 0.8243 2.0469
H -8.58724 -7.91469 -16.96011 -0.2090 -0.0554 0.2669
H -8.97232 -6.62278 -18.04392 -0.4091 0.3712 0.1701
H -10.59830 -7.96169 -19.15828 -0.7430 0.2440 0.2198
H -10.50350 -13.09372 -13.45596 -0.6144 0.1646 0.0151
H -9.72612 -12.71658 -15.67615 0.4541 -0.0367 0.1124
H -8.91421 -11.18838 -15.10601 -0.1133 0.1316 -0.4939
H -9.90163 -9.27070 -18.24869 -0.4367 -0.2336 0.1135
H -9.32958 -11.93427 -12.97799 -0.3317 0.7061 0.3525
```
Forces are in eV/Å.

Results of the natural (NBO) charge analysis, in e, for atoms 1 through 2: 1.5688, 2.5755


(5)
Here is a molecular structure, C6H8BF10NO5ReS2 from OMol25. Energies are from wB97M-V/def2-TZVPD.

Calculated values
* spin multiplicity: 4
* net charge: +2
* <S²>: 3.7654
* relative energy (zero: lowest compared OMol25 entry of this formula, charge and spin): 66.7 kJ/mol

```
34
Properties=species:S:1:pos:R:3:forces:R:3
Re 0.22534 0.00117 0.08161 -0.9231 -0.7698 -0.0347
S 1.13925 3.14486 -0.01659 0.7423 0.1373 -0.0600
S 3.11542 1.23164 -0.15652 -0.1729 1.4710 -0.4478
F 0.80865 2.39052 -2.49055 0.1246 0.2053 0.0284
F -0.07392 -4.51424 1.17356 0.1812 0.0573 -0.0463
F -0.24425 -4.22965 -1.06422 0.1765 0.0266 0.0527
F 2.31409 3.93630 -2.23495 0.1243 0.0186 0.1029
F 5.06561 -0.31296 0.48768 0.0008 -0.0161 -0.0273
F 1.79021 -4.75538 -0.14870 -0.0005 0.0936 0.0316
F 0.31787 -1.82587 0.17733 0.4403 -0.0918 0.0756
F 5.49368 1.78557 0.80528 -0.0152 0.1249 -0.0958
F 0.21715 4.43772 -2.09820 -0.0305 0.0085 0.1354
F 4.14826 0.74168 2.14977 0.1785 0.0158 -0.0855
O 0.19335 1.90778 0.00850 -0.4822 0.0800 0.1037
O 3.30342 1.18053 -1.55654 0.3653 -0.3757 0.0040
O -1.73034 -0.27936 -0.09682 0.7187 0.5854 0.1714
O 2.12447 0.15240 0.33952 -0.4758 -0.7977 0.1778
O 0.66274 4.22089 0.74110 -0.0831 0.1247 0.0699
N 2.52474 2.57553 0.41288 0.3105 -0.0355 -0.0472
C 4.62881 0.83221 0.93117 -0.1812 -0.1094 0.3338
C -2.46168 -0.56953 -1.36209 -0.3927 -0.2865 -0.9496
C -3.11466 -2.10002 0.42352 0.2978 -0.0962 -0.1330
C -2.50897 -0.85585 1.03269 -0.6615 -0.5036 0.6312
C -3.45250 -1.67856 -1.01755 -0.2100 -0.0388 0.1661
C 1.12963 3.53600 -1.88217 -0.2527 -0.2407 -0.2350
B 0.51372 -4.51600 -0.01038 -0.4302 -0.2349 -0.0646
H -3.25111 -0.11436 1.32906 0.1147 0.1278 -0.1433
H -3.98434 -2.43706 0.98282 -0.0636 0.1244 0.0065
H -2.93796 0.35218 -1.69072 0.1086 0.0932 0.2044
H -1.83281 -1.05053 1.86865 0.1523 0.0969 -0.1392
H -4.47586 -1.31427 -1.09135 0.0556 0.1278 0.0562
H -3.36905 -2.51652 -1.70544 0.1298 0.0116 0.0030
H -1.72154 -0.87628 -2.10465 0.1186 0.0270 0.1742
H -2.39034 -2.91543 0.43308 0.0349 0.0391 -0.0195
```
Forces are in eV/Å.

Results of the natural (NBO) charge analysis, in e, for atoms 1 through 2: 2.1464, 2.1753


> Look up the net charge of the fourth one.

-1


Repeat the second record exactly.
Here is a molecular structure, C6H8AgFO6 from OMol25. Energies are from wB97M-V/def2-TZVPD.

Calculated values
* spin multiplicity: 2
* net charge: +1
* <S²>: 0.8003
* relative energy (zero: lowest compared OMol25 entry of this formula, charge and spin): 606.9 kJ/mol

```
22
Properties=species:S:1:pos:R:3:forces:R:3
Ag 24.33985 -9.87620 -18.02398 2.7546 -10.5133 -7.1422
F 24.10678 -8.43179 -17.11841 7.4026 3.4888 1.6978
O 18.86342 -6.66805 -14.18054 1.1192 0.5410 0.1131
O 22.22101 -8.66402 -16.90105 -12.5776 1.2280 3.7145
O 24.44963 -8.32472 -14.94760 0.4653 -0.9910 2.6261
O 23.87081 -6.53587 -16.19925 -5.5721 1.1812 7.6595
O 20.44675 -4.42418 -13.80611 1.3888 -1.2187 -0.7394
O 24.40243 -6.54059 -18.01210 1.4050 2.4283 -6.1102
C 20.00748 -6.63169 -14.61697 -2.2113 -1.4811 -0.5329
C 22.17189 -5.51917 -14.93995 0.2688 -0.0555 -0.9278
C 21.72485 -7.72454 -16.04413 3.7979 -1.4049 -2.8830
C 20.90931 -5.52533 -14.43225 -0.2161 2.6636 1.0937
C 20.44749 -7.69096 -15.51956 0.3325 -0.7279 -0.2778
C 22.68112 -6.57806 -15.79245 1.4279 0.4894 0.7525
H 19.78827 -8.50955 -15.76803 -0.3242 0.0746 0.1080
H 24.18192 -5.87047 -17.36515 0.8975 1.3440 -1.6665
H 23.16962 -8.80249 -16.95167 -1.7944 0.3014 1.4344
H 19.57532 -4.56320 -13.42813 -0.6842 -0.3615 0.1274
H 24.37138 -8.24828 -15.89853 1.0479 0.2569 2.1539
H 25.11687 -8.99811 -14.81508 0.2060 -0.1920 0.5346
H 22.85493 -4.69329 -14.80662 -0.1325 0.2166 0.2318
H 24.36211 -7.36485 -17.52715 0.9983 2.7321 -1.9673
```
Forces are in eV/Å.

Results of the natural (NBO) charge analysis, in e, for atoms 1 through 2: 0.9486, -0.5700


> Look up the net charge of the fourth one.

-1


> The highest net charge belongs to which entry?

C6H8BF10NO5ReS2